1.
A structure of composition C8H18ClIN2O3PSn at a distorted geometry, computed with wB97M-V/def2-TZVPD.

The lowest unoccupied orbital energy (spin up / spin down) comes out at -13.85 / -13.84 eV. Its strongest force on any atom is 6.20 eV/A. As for the electronic energy: -1963.2007 hartree. The net charge is +3. The value obtained for the relative energy (zero: lowest compared OMol25 entry of this formula, charge and spin) is 25.0 kcal/mol. Its spin multiplicity is 1.

Geometry (Å):
1 C -1.795 0.970 1.165
2 C -1.867 0.317 -0.232
3 H -2.799 1.098 1.648
4 H -1.313 1.973 1.167
5 H -1.129 0.305 1.770
6 O -1.951 -0.842 -0.458
7 I 1.088 -0.922 -3.317
8 Sn 2.723 -0.474 1.587
9 P 0.655 2.246 -0.842
10 C 0.161 2.537 -2.570
11 C -0.172 3.738 -0.169
12 H 2.854 2.897 -0.026
13 H 2.183 4.041 -1.252
14 H 2.864 2.471 -1.803
15 C 2.337 2.987 -0.991
16 H 0.123 3.860 0.879
17 H 0.214 4.568 -0.767
18 H 0.366 3.597 -2.742
19 H -0.906 2.332 -2.691
20 H -1.255 3.639 -0.295
21 H 0.767 1.908 -3.232
22 C -1.006 -0.712 -2.722
23 O -2.090 -0.508 -3.070
24 Cl 2.301 -0.165 3.883
25 C -0.812 -4.193 2.876
26 N -0.510 -4.212 1.478
27 C 0.222 -3.231 0.861
28 N 0.433 -3.398 -0.466
29 O 0.743 -2.282 1.510
30 H -0.887 -3.164 3.203
31 H -0.051 -4.704 3.467
32 H -1.744 -4.705 3.073
33 H -0.838 -5.019 0.970
34 H 0.946 -2.708 -0.986
35 H 0.147 -4.244 -0.906


2.
A cluster of 2 separate species, C5H12N2 in total at a distorted geometry, computed with wB97M-V/def2-TZVPD.

The lowest unoccupied orbital energy (spin up / spin down) comes out at 0.88 / 0.88 eV. Its strongest force on any atom is 4.62 eV/A. As for the electronic energy: -307.0492 hartree. The value obtained for the relative energy (zero: lowest compared OMol25 entry of this formula, charge and spin) is 113.1 kcal/mol. Its spin multiplicity is 1.

Geometry (Å):
1 C -0.176 1.362 -2.465
2 C -0.703 0.405 -1.680
3 C 1.345 -1.248 0.332
4 C -1.204 -1.076 1.130
5 C 0.065 -0.501 0.716
6 N -0.198 1.631 1.672
7 N 0.481 0.642 1.199
8 H -0.353 2.427 -2.211
9 H 0.594 1.147 -3.294
10 H -1.637 0.637 -1.062
11 H 1.485 -1.060 -0.651
12 H 1.283 -2.377 0.473
13 H 2.209 -1.042 1.004
14 H -1.793 -0.262 1.096
15 H -1.524 -1.727 0.341
16 H -1.259 -1.501 2.139
17 H 0.481 2.432 2.025
18 H -0.613 -0.624 -1.924
19 H 1.517 0.735 1.160